Entry from the Open Molecules 2025 dataset: a single C3H6O4 molecule in a non-equilibrium geometry (wB97M-V/def2-TZVPD).

Structure (XYZ):
```
13
Properties=species:S:1:pos:R:3:forces:R:3
C 0.555 -0.286 -0.133 0.3 -2.5 -2.9
C 0.403 -1.144 -1.221 -1.0 4.4 4.2
C -0.573 0.517 0.436 0.5 -1.2 2.2
O 1.305 -1.702 -1.963 2.3 -0.7 -0.8
O -1.197 1.490 -0.324 0.9 -0.3 0.0
O -1.650 -0.370 0.766 0.8 -0.9 1.8
O 0.015 1.044 1.639 -1.0 0.0 -1.4
H 1.425 -0.447 0.459 0.9 0.8 0.3
H -0.597 -1.205 -1.484 -1.8 -0.8 -1.5
H 2.139 -1.212 -1.804 -0.4 -0.7 -0.1
H -1.623 0.919 -0.973 -0.5 0.5 -0.5
H -1.269 -0.967 1.489 -0.9 1.0 -1.6
H -0.652 1.645 1.979 -0.2 0.3 0.3
```
Positions in Å, forces in eV/Å.

Properties
SMILES string ... O/C=C/C(O)(O)O
Largest force on an atom ... 6.1 eV Å⁻¹
E_tot ... -11396.6400 eV
Gap between HOMO and LUMO ... 9.49 eV

natural (NBO) population analysis, charges in e, atoms 1 to 2:
1. C -0.432
2. C 0.210